No. 1
{
  "formula": "C32H63NO11",
  "method": "ωB97M-V/def2-TZVPD",
  "lumo_ev": 0.521,
  "smiles": "NC[C@H]1COC(=O)C1.CC(C)=O.CC(C)=O.CC(C)=O.CC(C)=O.CC(C)=O.CC(C)=O.CC(C)=O.CC(C)=O.CC(C)=O",
  "total_charge": 0,
  "orbital_gap_ev": 9.6,
  "multiplicity": 1,
  "e_homo_ev": -9.053,
  "elements": ["N", "C", "C", "C", "O", "C", "O", "C", "H", "H", "H", "H", "H", "H", "H", "H", "H", "C", "C", "C", "O", "H", "H", "H", "H", "H", "H", "C", "C", "C", "O", "H", "H", "H", "H", "H", "H", "C", "C", "C", "O", "H", "H", "H", "H", "H", "H", "C", "C", "C", "O", "H", "H", "H", "H", "H", "H", "C", "C", "C", "O", "H", "H", "H", "H", "H", "H", "C", "C", "C", "O", "H", "H", "H", "H", "H", "H", "C", "C", "C", "O", "H", "H", "H", "H", "H", "H", "C", "C", "C", "O", "H", "H", "H", "H", "H", "H", "C", "C", "C", "O", "H", "H", "H", "H", "H", "H"],
  "positions_angstrom": [[5.6058, 0.3681, -4.8609], [4.5533, 1.3106, -5.2478], [3.1268, 0.8386, -4.8701], [2.1517, 1.0714, -6.0239], [2.5753, 0.0916, -7.0113], [3.0717, -0.9841, -6.3404], [3.4886, -1.9513, -6.9175], [3.0147, -0.6899, -4.8567], [5.7305, -0.3665, -5.5470], [6.4878, 0.8455, -4.7384], [4.7522, 2.2460, -4.7149], [4.5722, 1.5438, -6.3206], [2.7558, 1.3042, -3.9574], [1.1441, 0.7787, -5.7065], [2.1493, 2.0743, -6.4486], [2.0065, -0.9764, -4.5276], [3.7612, -1.2243, -4.2740], [-0.4983, 0.7037, -1.0089], [0.8090, 0.9039, -1.7304], [1.9865, 0.0647, -1.3086], [0.9254, 1.6909, -2.6463], [-1.2651, 1.3539, -1.4199], [-0.8181, -0.3353, -1.1076], [-0.3653, 0.9196, 0.0536], [1.7631, -0.9968, -1.4259], [2.2354, 0.2393, -0.2610], [2.8472, 0.3155, -1.9203], [-4.4528, 3.0346, 0.0740], [-4.2281, 1.7052, -0.6009], [-4.9231, 0.5075, -0.0066], [-3.5187, 1.6069, -1.5776], [-3.9022, 3.8089, -0.4551], [-5.5174, 3.2775, 0.0716], [-4.1241, 2.9776, 1.1122], [-6.0039, 0.6642, -0.0082], [-4.6001, 0.3486, 1.0228], [-4.6882, -0.3692, -0.6073], [-5.3964, 2.8040, 4.6789], [-5.1995, 1.4953, 3.9632], [-5.9212, 0.3034, 4.5377], [-4.5005, 1.4012, 2.9775], [-4.8337, 3.5886, 4.1770], [-6.4552, 3.0624, 4.6984], [-5.0646, 2.7139, 5.7123], [-6.9959, 0.4902, 4.5484], [-5.6073, 0.1420, 5.5698], [-5.7062, -0.5816, 3.9433], [5.9369, -2.8608, -2.3918], [5.7289, -1.5255, -1.7310], [6.8975, -0.5711, -1.7148], [4.6655, -1.2212, -1.2361], [5.0236, -3.4445, -2.3403], [6.2135, -2.7217, -3.4382], [6.7389, -3.4062, -1.8895], [7.2108, -0.3404, -2.7339], [7.7383, -1.0229, -1.1832], [6.6061, 0.3492, -1.2125], [4.8479, -8.0720, -3.6286], [4.8752, -6.6489, -4.1322], [4.7684, -6.4567, -5.6252], [4.9758, -5.7105, -3.3776], [4.9308, -8.0793, -2.5447], [3.9163, -8.5557, -3.9266], [5.6745, -8.6377, -4.0616], [3.8340, -6.8847, -5.9920], [5.5923, -6.9662, -6.1278], [4.7975, -5.3963, -5.8627], [-6.8170, 4.3330, 8.6533], [-6.9324, 2.8408, 8.4890], [-6.9570, 2.0222, 9.7574], [-7.0052, 2.3172, 7.3993], [-6.8067, 4.8089, 7.6754], [-7.6535, 4.7175, 9.2348], [-5.9007, 4.5835, 9.1894], [-7.8010, 2.3250, 10.3792], [-6.0428, 2.1914, 10.3286], [-7.0444, 0.9663, 9.5138], [7.9632, -2.2055, 2.1128], [8.1389, -3.4521, 1.2786], [7.4936, -4.7134, 1.7980], [8.7666, -3.4381, 0.2455], [8.4738, -1.3757, 1.6298], [6.9033, -1.9690, 2.2199], [8.3881, -2.3619, 3.1057], [6.4160, -4.5687, 1.8922], [7.8895, -4.9573, 2.7853], [7.6906, -5.5345, 1.1134], [-8.0857, 8.8342, 8.6352], [-8.2278, 8.0568, 9.9208], [-9.1245, 8.6531, 10.9776], [-7.6512, 7.0084, 10.0944], [-7.4188, 8.3068, 7.9580], [-9.0619, 8.9576, 8.1633], [-7.6841, 9.8276, 8.8413], [-10.1364, 8.7709, 10.5866], [-8.7581, 9.6401, 11.2644], [-9.1450, 8.0057, 11.8504], [-1.1792, -3.9254, -8.8788], [-0.1553, -4.4706, -7.9094], [0.8141, -3.4746, -7.3257], [-0.1200, -5.6449, -7.6248], [-1.8172, -4.7320, -9.2318], [-1.7895, -3.1648, -8.3888], [-0.6775, -3.4579, -9.7276], [0.2667, -2.7005, -6.7829], [1.3879, -2.9901, -8.1159], [1.4997, -3.9780, -6.6500]],
  "atomic_forces_ev_per_a": [[-0.1, 0.0, 0.2], [0.0, 0.3, 0.2], [-0.2, -0.2, -0.1], [0.1, -0.2, 0.3], [-0.1, 0.0, 0.1], [0.1, -0.1, -0.2], [-0.1, 0.2, 0.1], [0.1, 0.1, 0.0], [0.0, 0.1, 0.0], [0.0, 0.0, -0.1], [-0.1, -0.1, -0.1], [0.0, 0.0, 0.1], [0.1, -0.1, -0.1], [0.0, 0.4, 0.0], [0.1, -0.2, -0.2], [0.2, 0.0, 0.1], [0.0, 0.0, -0.1], [0.1, 0.2, -0.1], [0.1, -0.2, -0.1], [-0.1, 0.1, -0.1], [-0.2, 0.2, 0.0], [0.0, 0.0, 0.0], [0.0, 0.0, 0.1], [0.0, -0.1, 0.0], [0.0, 0.0, 0.1], [0.0, -0.1, 0.0], [0.0, -0.1, 0.1], [0.1, 0.0, -0.1], [0.0, 0.0, 0.0], [0.1, -0.2, -0.2], [-0.1, 0.0, 0.0], [0.0, 0.0, 0.0], [0.0, 0.0, 0.1], [-0.1, 0.0, 0.0], [0.0, 0.0, 0.1], [-0.1, 0.1, 0.0], [0.0, 0.0, 0.0], [0.2, 0.1, -0.2], [-0.1, 0.0, 0.1], [0.1, -0.1, -0.1], [0.0, 0.0, 0.1], [0.0, 0.0, 0.0], [0.0, 0.0, 0.1], [-0.1, 0.0, 0.0], [0.0, 0.0, 0.1], [-0.1, 0.0, 0.0], [0.0, 0.0, 0.0], [-0.2, 0.1, 0.2], [0.1, 0.1, -0.2], [0.0, 0.1, 0.2], [0.0, 0.0, 0.1], [0.0, 0.0, 0.0], [0.1, 0.0, 0.0], [0.1, 0.0, -0.1], [0.0, -0.1, 0.0], [0.0, -0.1, -0.1], [0.0, 0.0, 0.0], [0.0, 0.1, 0.1], [0.0, 0.0, -0.1], [0.0, 0.1, 0.1], [0.0, 0.0, 0.0], [0.0, 0.0, 0.0], [0.0, 0.0, -0.1], [0.0, 0.0, 0.0], [0.0, -0.1, 0.0], [0.0, -0.1, 0.0], [0.0, 0.0, 0.0], [0.0, -0.1, -0.2], [0.0, 0.0, 0.1], [0.0, -0.1, -0.1], [0.0, 0.0, 0.0], [0.0, 0.0, 0.0], [0.1, 0.0, 0.1], [0.0, 0.0, 0.1], [0.0, 0.0, 0.0], [0.0, 0.0, 0.0], [0.0, 0.0, 0.0], [0.1, 0.0, -0.2], [0.0, 0.0, 0.0], [0.0, 0.0, -0.1], [0.0, 0.0, 0.0], [0.0, 0.0, 0.0], [0.0, 0.0, 0.1], [-0.1, 0.0, 0.0], [0.0, 0.0, 0.1], [0.0, 0.0, 0.0], [0.0, 0.0, 0.0], [0.1, -0.1, 0.0], [0.0, 0.1, 0.0], [0.0, -0.1, 0.1], [0.0, 0.0, 0.0], [0.0, 0.0, 0.0], [0.0, 0.1, 0.0], [-0.1, 0.0, 0.0], [0.0, 0.1, 0.0], [0.0, 0.0, 0.0], [0.0, 0.0, 0.0], [0.0, -0.1, 0.0], [0.0, 0.1, 0.0], [0.0, -0.2, 0.0], [0.0, 0.0, 0.0], [0.0, 0.0, 0.0], [0.0, 0.1, 0.0], [0.0, 0.1, 0.0], [0.0, 0.1, -0.1], [0.0, 0.1, 0.0], [0.0, 0.0, 0.0]]
}

No. 2
{
  "formula": "C32H64BN6O6P2",
  "method": "ωB97M-V/def2-TZVPD",
  "lumo_ev": 1.790,
  "total_charge": -1,
  "orbital_gap_ev": 5.7,
  "multiplicity": 1,
  "e_homo_ev": -3.873,
  "elements": ["C", "C", "O", "B", "O", "C", "O", "P", "P", "O", "O", "C", "C", "C", "C", "C", "O", "H", "H", "H", "H", "H", "H", "H", "H", "H", "H", "H", "H", "H", "H", "H", "H", "H", "H", "H", "H", "H", "H", "C", "C", "C", "C", "N", "H", "H", "H", "H", "H", "H", "H", "C", "C", "C", "C", "N", "H", "H", "H", "H", "H", "H", "H", "C", "C", "C", "C", "N", "H", "H", "H", "H", "H", "H", "H", "C", "C", "C", "C", "N", "H", "H", "H", "H", "H", "H", "H", "C", "C", "C", "C", "N", "H", "H", "H", "H", "H", "H", "H", "C", "C", "C", "C", "N", "H", "H", "H", "H", "H", "H", "H"],
  "positions_angstrom": [[2.4087, -0.6352, 0.8379], [2.4927, 0.5868, -0.2463], [1.2596, 1.3315, -0.3472], [0.4765, 0.9521, -1.4914], [0.4839, 1.8307, -2.6206], [-0.4303, -0.4037, -1.4858], [-0.6176, -1.1179, -2.7271], [-2.2723, -1.6966, -2.6657], [-1.9148, -3.3323, -1.2312], [-1.8294, -4.7234, -1.8703], [-2.8385, -0.5372, -1.4677], [-1.7926, 0.1185, -0.7115], [-1.5049, -0.3617, 0.7762], [-2.2261, 0.5051, 1.9070], [-3.8180, 0.4857, 1.6402], [-4.3078, 1.8276, 0.9155], [-4.3223, 2.9048, 1.8911], [3.4527, -1.0010, 1.1462], [1.8110, -0.1997, 1.7082], [1.8479, -1.5355, 0.4437], [2.9320, 0.2567, -1.2396], [3.2617, 1.3094, 0.2007], [0.3133, 2.7231, -2.2294], [0.2313, -1.1141, -0.8902], [-2.6963, -0.9207, -3.8254], [-2.0382, -2.7441, -3.6586], [-3.6322, -2.2321, -2.6899], [-0.7087, -3.0485, -0.4746], [-2.9795, -3.3027, -0.2403], [-1.7931, 1.2238, -0.9658], [-1.8976, -1.4247, 0.8843], [-0.3941, -0.3701, 1.0322], [-2.0751, -0.0489, 2.8994], [-1.8041, 1.5545, 2.0291], [-4.0217, -0.4461, 1.0065], [-4.3374, 0.3632, 2.6488], [-5.3424, 1.6073, 0.4931], [-3.5677, 2.0521, 0.0898], [-3.3845, 3.0691, 2.1130], [-3.9901, -3.6251, 4.5818], [-4.2619, -4.3354, 3.2603], [-3.0840, -5.1942, 2.7939], [-1.8781, -4.3376, 2.5897], [-0.9289, -3.6663, 2.4388], [-3.1537, -2.9252, 4.4981], [-4.8652, -3.0489, 4.8905], [-3.7606, -4.3429, 5.3715], [-4.5001, -3.5876, 2.4977], [-5.1443, -4.9717, 3.3729], [-3.3305, -5.6916, 1.8528], [-2.8535, -5.9647, 3.5345], [2.2435, 2.4213, -7.2782], [3.6101, 2.6165, -6.6292], [3.9120, 1.5712, -5.5530], [2.8939, 1.6528, -4.4599], [2.0918, 1.7170, -3.6114], [1.4338, 2.5300, -6.5529], [2.0831, 3.1700, -8.0581], [2.1646, 1.4307, -7.7360], [3.6563, 3.6196, -6.1948], [4.3811, 2.5656, -7.4020], [4.9038, 1.7445, -5.1290], [3.8971, 0.5652, -5.9805], [6.3237, -1.0052, 4.0063], [7.5061, -0.5264, 3.1704], [7.1418, 0.6235, 2.2282], [6.0814, 0.1828, 1.2724], [5.2570, -0.1606, 0.5337], [5.5229, -1.4049, 3.3796], [6.6356, -1.8043, 4.6825], [5.9141, -0.1897, 4.6093], [7.8963, -1.3694, 2.5922], [8.3060, -0.1984, 3.8404], [8.0214, 0.9394, 1.6627], [6.7768, 1.4835, 2.7953], [7.0692, 0.2862, -9.9665], [6.0999, 1.1492, -10.7673], [6.5097, 2.6237, -10.8087], [6.5477, 3.1815, -9.4230], [6.5781, 3.6124, -8.3481], [7.1081, 0.5912, -8.9181], [6.7538, -0.7591, -9.9884], [8.0803, 0.3453, -10.3800], [5.0997, 1.0550, -10.3337], [6.0441, 0.7662, -11.7900], [5.7940, 3.1961, -11.4030], [7.4960, 2.7356, -11.2660], [-1.8594, -4.4341, 10.0531], [-1.2874, -5.1980, 8.8635], [-1.8186, -4.6925, 7.5199], [-3.3034, -4.8506, 7.4662], [-4.4544, -4.9752, 7.4296], [-2.9434, -4.5513, 10.1233], [-1.4317, -4.8084, 10.9859], [-1.6327, -3.3666, 9.9791], [-1.5221, -6.2606, 8.9782], [-0.1979, -5.1066, 8.8726], [-1.3706, -5.2604, 6.7011], [-1.5662, -3.6386, 7.3792], [-6.6209, 4.9230, 2.4680], [-7.5725, 5.7747, 1.6343], [-7.1750, 7.2528, 1.5996], [-7.1851, 7.8184, 2.9833], [-7.1927, 8.2564, 4.0560], [-6.6174, 5.2320, 3.5165], [-6.9257, 3.8755, 2.4400], [-5.5999, 4.9890, 2.0864], [-8.5853, 5.6733, 2.0368], [-7.5927, 5.3873, 0.6119], [-7.8769, 7.8165, 0.9806], [-6.1760, 7.3712, 1.1728]],
  "atomic_forces_ev_per_a": [[-0.4, 0.5, -0.5], [1.4, -0.5, 1.6], [-0.2, -0.9, -1.2], [-0.2, 0.4, -1.3], [-6.5, 0.2, 5.8], [2.9, 0.2, 0.2], [-1.8, 1.4, 1.9], [-1.8, -0.8, -3.4], [0.8, -1.6, 0.0], [-0.2, 1.4, 0.8], [1.4, 0.9, 1.6], [2.1, -2.1, -2.0], [-0.8, 1.0, 0.9], [-0.9, -1.3, 0.1], [0.7, 0.2, 0.0], [0.5, -1.9, 0.4], [0.4, -0.4, -0.7], [-1.9, 0.8, -0.4], [0.9, -0.7, -0.9], [0.5, 1.1, 0.4], [-0.8, 0.3, 1.0], [-1.1, -0.9, -0.7], [0.6, -0.7, -0.5], [-1.4, 0.6, 0.1], [0.4, 0.7, 0.7], [0.7, 0.1, 0.4], [-0.1, 0.0, 0.5], [-0.6, -0.3, 0.1], [0.5, 0.1, -0.2], [-0.5, -1.0, 1.0], [0.6, 1.3, -0.3], [-1.4, 0.0, -0.7], [0.1, 0.9, -1.2], [-0.4, -1.2, -0.3], [0.1, 1.4, 0.7], [0.4, 0.3, -1.4], [1.3, 0.9, 0.6], [-1.1, -0.2, 0.7], [-0.7, -0.2, -0.1], [0.1, 0.0, -0.1], [-0.1, 0.3, 0.2], [0.3, 0.6, -0.2], [1.8, 0.9, -0.3], [-2.3, -1.6, 0.5], [0.0, 0.0, -0.1], [0.1, -0.1, 0.1], [-0.1, 0.2, -0.5], [0.1, -0.2, -0.1], [0.1, 0.0, -0.1], [0.2, 0.1, 0.0], [0.1, 0.1, 0.0], [0.0, 0.1, 0.0], [-0.2, 0.1, -0.3], [-0.6, 0.3, 0.4], [-0.4, -0.2, 0.4], [7.2, -0.4, -4.5], [0.1, -0.1, 0.0], [0.0, -0.1, 0.0], [0.0, 0.1, 0.0], [0.1, -0.1, 0.0], [0.0, 0.0, 0.2], [-0.1, -0.1, 0.1], [-0.1, 0.0, 0.1], [0.0, -0.1, 0.0], [-0.1, -0.2, 0.3], [-0.4, -0.5, -0.4], [-0.3, 0.1, -0.4], [1.7, 0.5, 0.7], [0.0, 0.1, 0.0], [0.0, 0.1, 0.0], [0.0, -0.1, 0.0], [0.0, 0.1, 0.0], [0.0, 0.1, -0.1], [-0.2, 0.0, -0.1], [-0.1, -0.1, -0.1], [0.0, -0.1, 0.0], [0.0, -0.3, 0.1], [-0.2, 0.0, 0.7], [0.1, 0.4, 0.3], [0.0, -0.5, -1.2], [0.0, 0.0, -0.1], [0.1, 0.1, 0.0], [-0.1, 0.0, 0.1], [0.0, 0.1, -0.1], [0.0, 0.1, 0.0], [0.1, 0.1, 0.1], [0.0, 0.1, 0.1], [0.0, 0.0, 0.1], [0.0, 0.0, 0.3], [-0.6, -0.3, 0.1], [-0.4, -0.1, 0.1], [1.3, 0.0, 0.4], [0.1, 0.0, -0.1], [0.0, 0.1, -0.1], [0.0, -0.1, 0.0], [0.0, 0.1, -0.1], [-0.1, 0.0, -0.1], [-0.2, 0.1, 0.0], [-0.1, -0.1, -0.1], [0.0, 0.1, 0.0], [0.0, -0.4, 0.2], [-0.2, 0.0, 0.7], [0.1, 0.4, 0.3], [0.0, -0.5, -1.2], [0.0, 0.1, -0.1], [0.1, 0.1, 0.0], [-0.1, -0.1, 0.1], [0.0, 0.1, -0.1], [0.0, 0.1, 0.0], [0.1, 0.1, 0.1], [0.0, 0.0, 0.1]]
}